No. 1
50
Properties=species:S:1:pos:R:3 method="wB97M-V/def2-TZVPD" homo_lumo_gap_ev=7.15
Ir 0.2788 -0.3922 0.4905
C -2.7536 2.5975 0.1908
C -1.4858 1.8859 0.5750
N -1.2037 0.7477 -0.0274
N -2.1340 0.3022 -0.9596
C -1.9211 -0.8724 -1.4386
S -0.6086 -1.8960 -1.0339
S -3.1905 -1.5064 -2.5107
C -4.1428 -2.3901 -1.2210
C -4.6274 -1.4739 -0.1356
C -5.6577 -0.5676 -0.3729
C -6.0707 0.3020 0.6219
C -5.4525 0.2823 1.8675
C -4.4196 -0.6097 2.1082
C -4.0100 -1.4840 1.1088
C -0.6436 2.5040 1.5827
C -1.1581 3.6326 2.2705
C -0.4195 4.3412 3.1777
C 0.9070 3.9636 3.4312
C 1.4436 2.8772 2.7976
C 0.6830 2.1083 1.8934
O 1.2723 1.0551 1.3782
H -3.1945 2.1600 -0.6936
H -2.5506 3.6541 0.0296
H -3.4720 2.5064 1.0082
H -3.5207 -3.1867 -0.8163
H -4.9696 -2.8428 -1.7696
H -6.1290 -0.5394 -1.3486
H -6.8791 0.9960 0.4293
H -5.7793 0.9597 2.6463
H -3.9264 -0.6297 3.0719
H -3.1894 -2.1682 1.2928
H -2.1744 3.9446 2.0871
H -0.8576 5.1869 3.6889
H 1.5062 4.5239 4.1374
H 2.4577 2.5521 2.9860
N -4.0188 -6.1355 7.3480
C -3.5036 -5.4810 6.5563
C -2.8596 -4.6621 5.5659
C -2.6692 -5.1526 4.2757
C -2.0524 -4.3619 3.3253
C -1.6186 -3.0723 3.6469
C -1.8112 -2.5931 4.9464
C -2.4272 -3.3800 5.9001
C -1.0097 -2.2449 2.6519
C -0.5111 -1.5261 1.8149
H -3.0067 -6.1492 4.0266
H -1.8995 -4.7332 2.3210
H -1.4729 -1.5964 5.1946
H -2.5778 -3.0093 6.9047


No. 2
52
Properties=species:S:1:pos:R:3 method="wB97M-V/def2-TZVPD" spin_multiplicity=2 e_above_lowest_kj_mol=245.7 homo_lumo_gap_ev="5.02 / 5.01"
Ir -0.2393 0.2658 -0.1786
Se -2.3527 0.4757 0.6405
Se -0.2857 3.4774 2.5256
Te 0.6850 1.6110 3.5345
Se 1.0775 -0.1119 1.9360
S 3.2574 -0.4384 0.0690
C 2.6893 0.8197 -0.8978
N 1.4322 1.2425 -0.9667
C 1.3190 2.4878 -1.5783
C 0.1646 3.2596 -1.6671
C 0.2273 4.4726 -2.3238
C 1.4176 4.9280 -2.8907
C 2.5764 4.1800 -2.7868
C 2.5186 2.9649 -2.1201
S 3.8069 1.8565 -1.7588
H -0.7542 2.9186 -1.2088
H -0.6644 5.0807 -2.3962
H 1.4405 5.8820 -3.3990
H 3.5098 4.5405 -3.1972
C 3.3707 -4.5400 -3.1346
C 3.5140 -3.1636 -3.2411
C 2.6213 -2.3198 -2.6092
C 1.5695 -2.8426 -1.8603
C 1.4187 -4.2232 -1.7678
C 2.3201 -5.0667 -2.4026
P 0.2703 -1.7589 -1.1743
C -0.8647 -2.8816 -0.3015
C -2.1266 -3.1749 -0.8053
C -2.9919 -3.9739 -0.0749
C -2.6013 -4.4852 1.1539
C -1.3372 -4.2037 1.6534
C -0.4703 -3.4049 0.9280
C -0.6066 -1.0926 -2.5869
C -0.7643 -1.4603 -3.9136
C -1.5239 -0.6273 -4.7191
C -2.0848 0.5315 -4.1893
C -1.8800 0.9099 -2.8678
C -1.1047 0.1000 -2.0442
H 4.0744 -5.1985 -3.6257
H 4.3282 -2.7425 -3.8149
H 2.7432 -1.2505 -2.7044
H 0.6020 -4.6542 -1.2049
H 2.1936 -6.1378 -2.3196
H -2.4403 -2.7614 -1.7548
H -3.9768 -4.1931 -0.4647
H -3.2822 -5.1044 1.7230
H -1.0295 -4.6009 2.6116
H 0.5123 -3.1793 1.3274
H -0.3105 -2.3640 -4.3012
H -1.6822 -0.8744 -5.7603
H -2.6816 1.1671 -4.8319
H -2.3133 1.8320 -2.5016


No. 3
62
Properties=species:S:1:pos:R:3 method="wB97M-V/def2-TZVPD" spin_multiplicity=3 e_above_lowest_kj_mol=0.0 homo_lumo_gap_ev="7.42 / 7.57"
V 0.3709 0.2287 0.2089
O -1.8516 -1.0959 2.8283
Cl -0.4957 -1.1247 2.3316
O 0.3937 -1.7981 3.2670
O -0.0063 0.3345 2.2342
O 0.1310 -0.7942 -1.3644
C -2.8332 -1.2622 -0.2539
C -2.7915 0.2294 -0.2277
C -4.0126 0.9477 -0.2961
C -4.0237 2.3059 -0.2438
C -2.7996 3.0055 -0.1435
C -2.6527 4.4157 -0.0873
Br -4.1847 5.5238 -0.1437
C -1.4195 4.9916 0.0099
C -0.2604 4.1913 0.0439
Br 1.4227 5.0213 0.1649
C -0.3467 2.8222 -0.0231
O 0.7025 2.0108 -0.0063
C -1.6346 2.2293 -0.0949
N -1.6446 0.8607 -0.1183
H -3.5752 -1.5951 -0.9801
H -3.1238 -1.6364 0.7284
H -1.8663 -1.6791 -0.5283
H -4.9333 0.3904 -0.3771
H -4.9531 2.8555 -0.2823
H -1.3175 6.0655 0.0587
N 2.9286 -2.2440 1.8986
C 3.5788 -1.3028 1.2132
S 2.8590 0.1191 0.6203
N 4.8941 -1.5020 0.9998
C 5.7633 -0.5768 0.3462
C 6.0768 0.6214 0.9715
C 6.9398 1.5077 0.3532
C 7.4999 1.1898 -0.8765
C 7.1904 -0.0138 -1.4896
C 6.3140 -0.9008 -0.8804
H 2.0000 -2.0679 2.2913
H 3.3864 -3.0956 2.1904
H 5.3043 -2.3606 1.3456
H 5.6294 0.8524 1.9273
H 7.1772 2.4457 0.8323
H 8.1766 1.8819 -1.3573
H 7.6203 -0.2630 -2.4489
H 6.0504 -1.8268 -1.3719
S 1.3614 -5.7848 1.4861
C 1.6461 -4.7411 0.2415
S 0.5009 -3.5057 -0.2146
C 1.6862 -2.8453 -1.3066
N 2.7959 -3.4916 -1.3570
N 2.7521 -4.5909 -0.5335
C 3.9587 -5.3323 -0.4131
C 3.9296 -6.7077 -0.2418
C 5.1275 -7.3971 -0.1372
C 6.3394 -6.7334 -0.2173
C 6.3573 -5.3588 -0.4098
C 5.1713 -4.6545 -0.5050
S 1.3325 -1.4305 -2.2544
H 2.9902 -7.2340 -0.1924
H 5.1059 -8.4690 -0.0004
H 7.2640 -7.2848 -0.1388
H 7.2968 -4.8334 -0.4987
H 5.1539 -3.5876 -0.6820


No. 4
57
Properties=species:S:1:pos:R:3 method="wB97M-V/def2-TZVPD" e_above_lowest_kj_mol=0.0 total_charge=+1 homo_lumo_gap_ev=8.02
Sn -0.0882 0.2702 0.7782
S 1.7022 0.1286 2.4086
C 2.1565 1.8373 2.4540
C 3.4880 2.1446 2.7191
C 3.9093 3.4627 2.7991
C 3.0150 4.5054 2.5971
C 1.6880 4.2206 2.3252
C 1.2591 2.8988 2.2747
S -0.4423 2.6242 1.8704
C -1.1204 2.0142 3.4532
C -2.0548 0.8406 3.2912
C -3.2695 0.8075 3.9523
C -4.0605 -0.3256 3.8475
C -3.5982 -1.4072 3.1201
C -2.3691 -1.3082 2.4880
C -1.7732 -2.5271 1.8249
S -0.5601 -2.2744 0.5053
C -1.5021 -2.1470 -0.9906
C -1.5683 -3.3106 -1.7569
C -2.2358 -3.3064 -2.9685
C -2.8138 -2.1270 -3.4197
C -2.7198 -0.9634 -2.6759
C -2.0683 -0.9489 -1.4446
S -2.0427 0.5942 -0.5859
N -1.6398 -0.1937 2.5473
H 4.1956 1.3374 2.8548
H 4.9495 3.6738 3.0080
H 3.3476 5.5328 2.6451
H 0.9795 5.0192 2.1494
H -1.6408 2.8398 3.9309
H -0.2744 1.7167 4.0739
H -3.5892 1.6599 4.5352
H -5.0228 -0.3675 4.3395
H -4.1751 -2.3185 3.0429
H -2.5444 -3.1896 1.4367
H -1.2172 -3.0798 2.5871
H -1.0902 -4.2132 -1.3973
H -2.2952 -4.2117 -3.5567
H -3.3255 -2.1053 -4.3731
H -3.1349 -0.0415 -3.0590
F 4.6273 -2.4422 -3.5088
C 3.4556 -1.8211 -3.6462
C 3.2807 -0.5694 -3.2230
N 2.0782 0.0921 -3.3805
C 1.8011 1.3132 -2.6614
C 1.2566 1.0430 -1.2741
O 0.9557 1.9517 -0.4833
O 1.0606 -0.1682 -0.9342
C 0.9673 -0.5407 -3.9168
O -0.1250 -0.0190 -3.9630
N 1.2015 -1.8177 -4.3766
C 2.3698 -2.5747 -4.2736
O 2.4234 -3.7151 -4.6604
H 4.0792 -0.0180 -2.7458
H 1.0277 1.8565 -3.1988
H 2.6827 1.9489 -2.5952
H 0.4038 -2.2813 -4.7894